2 unconnected molecules or ions with the total composition C7H14O3. Source: OMol25; level of theory: ωB97M-V with the def2-TZVPD basis set.

Geometry (Å):
1 H -2.17 2.06 0.39
2 C 1.64 -0.15 -1.20
3 O 1.84 0.98 0.95
4 H 2.00 -1.57 1.92
5 C 2.10 -0.21 0.26
6 H -3.34 -0.86 1.10
7 H 1.37 1.11 -2.60
8 H -1.19 0.56 -1.95
9 H -1.94 -1.50 -1.04
10 H -1.93 -1.84 1.37
11 H 1.51 -2.28 0.35
12 H 3.20 -0.38 0.19
13 C -2.25 -0.87 1.03
14 H 2.04 1.72 0.37
15 H -0.94 2.59 -0.75
16 C -1.42 0.51 -0.89
17 O 1.34 -1.10 -1.88
18 C 1.47 -1.39 0.99
19 C -1.84 -0.64 -0.39
20 H 0.43 -1.15 1.20
21 H -1.86 -0.11 1.69
22 O 1.66 1.10 -1.68
23 C -1.24 1.77 -0.11
24 H -0.48 1.64 0.66

The energy above the lowest of the compared OMol25 structures with the same formula, charge and spin comes out at 21.4 kcal per mole. The SMILES is C[C@H](O)C(=O)O.C/C=C\C. The calculation puts the HOMO-LUMO gap at 0.3562 Eh. As for the HOMO energy: -9.10 eV. For the calculated total energy, the calculation gives -500.82920 Eh.

=====

2 unconnected molecules or ions with the total composition C4H10NO2 at a distorted geometry. Source: OMol25; level of theory: ωB97M-V with the def2-TZVPD basis set.

Geometry (Å):
1 N -0.17 0.12 -1.43
2 H -0.96 0.73 -1.38
3 O -1.23 0.13 1.13
4 C -0.73 0.85 2.25
5 H -0.41 1.95 1.92
6 H 0.85 1.71 -0.56
7 C -0.60 -2.23 0.31
8 O 0.39 -1.51 1.12
9 H -1.15 -2.88 1.04
10 C -0.67 -0.86 0.70
11 H -0.52 -2.50 -0.74
12 H 1.84 0.12 -0.65
13 H 0.01 0.41 2.92
14 C 1.10 0.82 -1.23
15 H 1.38 1.35 -2.16
16 H -0.19 -0.35 -2.35
17 H -1.73 1.19 2.82

The energy above the lowest of the compared OMol25 structures with the same formula, charge and spin comes out at 119.9 kcal per mole. Its net charge is +1. The calculation puts the HOMO-LUMO gap at 0.3817 Eh. As for the HOMO energy: -14.32 eV. For the calculated total energy, the calculation gives -363.24455 Eh.

=====

A molecular structure, C23H19Cl5CoNSSi. Source: OMol25; level of theory: ωB97M-V with the def2-TZVPD basis set.

Geometry (Å):
1 C 5.08 -0.89 -0.61
2 H -4.35 -2.42 0.89
3 C -0.86 3.97 -0.81
4 N 1.44 -1.39 -0.26
5 C 0.76 -0.70 2.56
6 Cl 2.37 2.41 1.90
7 H -2.94 -0.46 1.30
8 H 1.44 -0.78 5.73
9 H -1.09 -2.40 4.48
10 C 3.76 -0.55 -0.41
11 S 1.79 -3.91 -0.63
12 H -0.36 2.28 3.41
13 Cl -2.11 4.58 -1.85
14 H -2.08 -1.20 5.34
15 C 2.80 -1.57 -0.44
16 C -1.55 -1.41 4.40
17 H -3.40 -4.49 -0.09
18 C -0.72 2.60 -0.56
19 Cl -0.13 6.56 -0.47
20 Co 0.25 0.02 0.76
21 Cl 2.13 5.47 1.38
22 C 1.09 2.99 0.85
23 H 1.51 0.96 5.40
24 C -2.49 -1.35 0.87
25 H -2.29 -1.46 3.59
26 C 3.20 -2.89 -0.66
27 C -3.30 -2.46 0.64
28 C 0.83 0.11 5.54
29 H 4.82 -4.25 -1.04
30 H 1.81 -0.39 2.65
31 C -1.42 -3.67 -0.24
32 C -1.09 1.52 3.71
33 C 5.47 -2.21 -0.83
34 Si -0.24 -0.13 4.00
35 C 1.01 4.37 0.63
36 C 0.79 -2.51 -0.31
37 H 3.44 0.47 -0.23
38 C -1.13 -1.35 0.55
39 C 4.53 -3.23 -0.87
40 H -1.59 1.86 4.62
41 C -0.63 -2.55 -0.01
42 H 0.22 0.31 6.43
43 C -2.77 -3.63 0.09
44 H -0.99 -4.57 -0.67
45 Cl -1.83 1.51 -1.36
46 H 0.73 -1.80 2.54
47 H 5.84 -0.11 -0.58
48 H -1.84 1.45 2.91
49 H 6.52 -2.45 -0.98
50 C 0.24 2.06 0.28
51 C 0.02 4.86 -0.20

The energy above the lowest of the compared OMol25 structures with the same formula, charge and spin comes out at 4.0 kcal per mole. Its spin multiplicity is 2. Its net charge is -1. The calculation puts the HOMO-LUMO gap (alpha / beta) at 0.2585 / 0.2361 Eh. As for the HOMO energy (alpha / beta): -4.58 / -3.97 eV. For the calculated total energy, the calculation gives -5314.07843 Eh.

=====

10 unconnected molecules or ions with the total composition C4H28N2O10S at a distorted geometry. Source: OMol25; level of theory: ωB97M-V with the def2-TZVPD basis set.

Geometry (Å):
1 O -0.83 1.23 -1.34
2 H 3.87 0.83 0.91
3 H 2.22 -0.50 4.02
4 H -0.01 -2.04 1.59
5 O 1.13 2.67 0.66
6 H -0.89 0.37 2.86
7 H -0.42 -2.42 -3.17
8 H 1.90 -0.75 -0.56
9 N -0.68 0.10 1.89
10 H -2.85 -3.17 2.16
11 H 3.96 -0.04 -2.06
12 H 2.75 0.58 1.87
13 C -1.91 0.01 1.11
14 O -2.34 -1.23 -3.61
15 H 2.92 0.97 -1.97
16 N -1.51 2.38 0.45
17 O 3.08 1.26 1.25
18 H -0.21 0.92 1.55
19 O 1.51 1.18 -2.76
20 H -3.74 -1.18 1.13
21 H -2.29 -1.34 -2.65
22 H -0.16 3.00 -1.24
23 H 1.65 -1.63 2.97
24 O 1.31 -0.98 -1.26
25 H -3.11 1.04 -0.17
26 C -2.52 1.35 0.72
27 O 0.75 -2.62 1.77
28 S -2.42 -2.08 2.89
29 H 1.06 -0.25 -1.76
30 H 1.06 -2.75 0.86
31 C -0.77 2.28 -0.68
32 O -0.16 -3.02 -3.88
33 H -3.14 1.87 1.47
34 O 2.41 -1.23 3.42
35 O 3.77 0.73 -1.51
36 H -1.64 -1.88 -3.79
37 H -1.37 3.18 1.03
38 H -1.52 -0.43 0.14
39 H 0.72 -2.66 -4.04
40 H 1.22 1.89 1.20
41 H 0.54 1.30 -2.57
42 C -3.03 -0.72 1.84
43 H 1.41 0.97 -3.71
44 H 2.04 2.96 0.60
45 H -3.75 -0.16 2.38

The energy above the lowest of the compared OMol25 structures with the same formula, charge and spin comes out at 111.4 kcal per mole. The SMILES is N[C@@H](CS)CNC=O.O.O.O.O.O.O.O.O.O. The calculation puts the HOMO-LUMO gap at 0.3508 Eh. As for the HOMO energy: -9.37 eV. For the calculated total energy, the calculation gives -1429.24721 Eh.

=====

12 unconnected molecules or ions with the total composition C38H108N12O14 at a distorted geometry. Source: OMol25; level of theory: ωB97M-V with the def2-TZVPD basis set.

Geometry (Å):
1 H -17.80 -36.63 -27.16
2 H -21.57 -35.86 -29.03
3 H -16.40 -33.21 -34.62
4 C -21.91 -27.30 -22.48
5 H -22.41 -36.36 -22.14
6 H -18.88 -29.97 -29.76
7 H -17.73 -31.09 -25.73
8 H -21.23 -33.83 -25.47
9 C -20.39 -31.97 -28.62
10 H -16.08 -36.17 -22.15
11 H -17.54 -39.89 -32.53
12 N -14.66 -38.29 -23.37
13 H -16.95 -35.18 -26.48
14 H -24.17 -31.37 -28.23
15 H -17.55 -34.53 -24.48
16 H -16.69 -35.69 -35.90
17 H -17.30 -30.55 -29.80
18 H -16.93 -28.56 -26.96
19 H -24.00 -27.65 -26.42
20 H -14.86 -30.16 -28.74
21 H -17.81 -33.94 -28.06
22 O -23.52 -35.27 -28.99
23 H -21.88 -30.92 -25.73
24 H -23.85 -37.43 -32.32
25 C -16.67 -37.06 -22.45
26 H -20.38 -26.13 -24.26
27 H -22.74 -37.09 -28.92
28 H -23.02 -31.61 -24.56
29 N -17.19 -33.44 -37.18
30 H -15.80 -32.56 -22.19
31 H -13.98 -30.96 -27.51
32 H -16.56 -38.40 -32.89
33 N -17.95 -29.84 -30.07
34 H -24.70 -36.43 -31.01
35 H -16.92 -26.55 -24.61
36 H -18.69 -38.77 -30.57
37 C -16.55 -35.98 -30.82
38 O -18.09 -32.01 -24.34
39 C -19.09 -32.48 -28.08
40 H -24.02 -38.08 -30.76
41 H -11.49 -33.77 -29.34
42 H -21.10 -37.70 -30.13
43 H -15.73 -36.49 -31.36
44 H -15.87 -37.72 -25.73
45 C -21.12 -27.95 -23.64
46 C -16.05 -37.78 -23.61
47 H -20.72 -36.96 -31.47
48 C -17.73 -35.37 -35.76
49 H -16.68 -38.68 -23.69
50 H -18.11 -36.85 -32.08
51 H -22.51 -26.45 -22.84
52 O -17.42 -36.56 -25.09
53 O -13.11 -33.61 -28.13
54 H -22.07 -36.98 -23.77
55 C -23.91 -37.13 -31.28
56 N -18.57 -28.13 -31.59
57 N -19.98 -27.07 -24.12
58 O -23.80 -36.07 -23.71
59 C -17.76 -38.21 -30.43
60 H -21.34 -31.17 -24.00
61 H -16.00 -31.93 -27.06
62 O -25.94 -29.84 -25.31
63 H -17.73 -31.99 -34.99
64 C -27.29 -30.00 -24.88
65 H -20.53 -31.02 -28.11
66 O -18.64 -33.75 -28.56
67 O -18.18 -33.39 -33.62
68 C -24.40 -29.50 -27.19
69 H -18.58 -28.85 -26.33
70 C -14.97 -32.32 -28.80
71 N -23.62 -28.60 -26.32
72 H -22.32 -35.70 -31.59
73 H -22.69 -30.64 -27.89
74 H -16.26 -29.17 -24.50
75 H -17.02 -31.33 -22.09
76 H -17.39 -32.46 -37.41
77 N -20.28 -35.06 -23.10
78 C -24.63 -35.20 -23.03
79 H -13.63 -33.42 -30.11
80 H -14.28 -38.58 -24.28
81 H -15.82 -39.96 -32.35
82 H -19.18 -32.52 -26.98
83 H -16.12 -34.39 -23.52
84 H -22.63 -28.02 -22.07
85 H -20.51 -34.92 -22.11
86 C -16.12 -37.03 -24.92
87 H -17.84 -28.53 -24.11
88 C -17.92 -33.86 -35.96
89 H -20.62 -28.85 -23.24
90 H -24.56 -35.33 -21.95
91 N -16.55 -32.05 -22.60
92 H -17.99 -32.85 -31.55
93 C -17.54 -29.03 -31.18
94 C -21.61 -34.83 -25.23
95 H -18.43 -31.53 -32.74
96 H -17.61 -38.02 -29.36
97 H -15.05 -33.21 -26.96
98 H -22.56 -35.01 -25.71
99 H -18.68 -35.38 -26.24
100 C -17.05 -28.49 -24.86
101 C -25.85 -29.68 -26.71
102 H -20.96 -35.61 -25.66
103 H -18.99 -33.71 -36.15
104 H -26.28 -28.66 -26.85
105 H -16.87 -32.04 -32.66
106 H -18.66 -35.65 -29.50
107 H -16.65 -34.98 -31.23
108 H -17.69 -36.78 -22.75
109 C -17.31 -32.67 -23.65
110 C -22.54 -36.14 -29.46
111 H -14.05 -37.49 -23.15
112 O -16.66 -38.94 -30.87
113 C -17.74 -35.93 -26.32
114 O -22.73 -29.64 -24.32
115 H -21.41 -28.69 -25.66
116 H -18.92 -35.15 -30.98
117 N -16.86 -33.96 -24.02
118 H -16.75 -37.63 -21.52
119 H -15.38 -36.21 -24.90
120 H -19.77 -34.21 -23.37
121 H -24.33 -34.17 -23.27
122 C -23.43 -34.05 -29.65
123 H -18.28 -35.82 -36.59
124 H -25.65 -35.34 -23.37
125 C -21.99 -28.50 -24.75
126 H -23.59 -31.47 -26.58
127 N -15.71 -32.76 -27.60
128 O -20.36 -31.76 -30.08
129 C -21.62 -34.97 -23.73
130 C -22.55 -36.52 -30.91
131 H -27.20 -30.25 -23.83
132 H -21.15 -32.76 -28.48
133 H -19.33 -28.05 -30.96
134 H -18.05 -35.69 -34.78
135 H -16.32 -35.89 -29.75
136 H -27.75 -30.81 -25.44
137 C -16.66 -39.28 -32.25
138 H -21.26 -26.95 -21.68
139 C -17.83 -36.79 -31.02
140 H -22.18 -34.07 -23.40
141 O -17.25 -30.47 -26.35
142 N -21.44 -37.54 -31.08
143 H -24.30 -33.48 -29.35
144 H -23.35 -34.12 -30.74
145 H -11.39 -34.54 -27.72
146 H -18.37 -27.37 -32.20
147 H -26.48 -30.29 -27.37
148 C -17.51 -29.09 -26.20
149 H -22.73 -27.74 -25.04
150 H -19.37 -26.92 -23.32
151 N -19.00 -36.00 -30.40
152 C -22.47 -36.13 -23.21
153 C -17.88 -32.48 -32.57
154 H -18.32 -31.73 -28.28
155 H -19.95 -32.57 -30.44
156 H -16.18 -33.38 -36.99
157 C -23.67 -30.80 -27.44
158 H -27.83 -29.05 -24.92
159 O -16.38 -29.14 -31.66
160 O -16.49 -27.24 -25.13
161 H -22.53 -33.47 -29.37
162 H -14.79 -34.35 -29.17
163 H -23.83 -28.81 -25.34
164 H -12.38 -35.26 -29.09
165 C -14.10 -33.49 -29.12
166 C -22.17 -30.93 -24.67
167 C -17.48 -33.03 -34.74
168 C -12.02 -34.36 -28.58
169 H -13.30 -30.99 -29.16
170 C -14.21 -31.02 -28.58
171 H -15.69 -32.26 -29.63
172 H -24.48 -28.91 -28.10

The SMILES is COC[C@H](C)N.COC[C@H](C)N.COC[C@H](C)N.COC[C@H](C)N.COC[C@H](C)N.COC[C@H](C)N.COC[C@H](C)N.COC[C@H](C)N.NC(N)=O.NC(N)=O.OCCO.OCCO. The calculation puts the HOMO-LUMO gap at 0.3282 Eh. As for the HOMO energy: -8.77 eV. For the calculated total energy, the calculation gives -3222.80124 Eh.

=====

2 unconnected molecules or ions with the total composition C5H12NO at a distorted geometry. Source: OMol25; level of theory: ωB97M-V with the def2-TZVPD basis set.

Geometry (Å):
1 C -0.73 -0.93 -1.21
2 C -0.28 1.22 -0.01
3 H 3.25 1.38 -0.07
4 H 4.04 -0.28 0.12
5 H -0.85 -0.30 -2.10
6 H 0.25 -1.40 -1.25
7 C -1.74 1.00 0.01
8 H -0.77 -0.32 2.10
9 H 0.31 -1.39 1.20
10 H -1.44 -1.71 1.23
11 H 0.21 1.54 0.90
12 H 0.21 1.53 -0.92
13 C 3.11 0.30 0.01
14 C -0.68 -0.93 1.21
15 H -1.50 -1.69 -1.22
16 O 2.03 -0.22 -0.04
17 H -2.32 1.16 -0.89
18 H -2.29 1.18 0.93
19 N -0.83 -0.13 0.00

The energy above the lowest of the compared OMol25 structures with the same formula, charge and spin comes out at 38.3 kcal per mole. Its net charge is +1. The calculation puts the HOMO-LUMO gap at 0.4166 Eh. As for the HOMO energy: -14.12 eV. For the calculated total energy, the calculation gives -327.39858 Eh.